# 1
{
  "formula": "C4H7NO",
  "method": "the ωB97M-V functional and the def2-TZVPD basis",
  "e_above_lowest_kj_mol": 277.6,
  "orbital_gap_ev": 9.54,
  "fmax_ev_per_a": 0.69,
  "smiles": "C=C=N.C=CO",
  "symbols": ["O", "C", "C", "C", "C", "N", "H", "H", "H", "H", "H", "H", "H"],
  "coordinates": [[-1.7684, -0.3400, 0.4050], [-1.1877, -1.4407, -0.1407], [-0.4029, -1.3646, -1.2128], [1.1276, 2.3984, 0.2056], [1.2936, 1.1876, 0.6824], [1.4900, 0.0884, 1.1911], [-2.2248, -0.5834, 1.2175], [-1.4011, -2.3899, 0.3514], [1.1387, -0.6845, 0.6187], [-0.2095, -0.4090, -1.6922], [0.0302, -2.2631, -1.6364], [0.2234, 2.9518, 0.4281], [1.8909, 2.8489, -0.4178]],
  "forces_ev_per_a": [[-0.09, -0.02, 0.14], [0.23, -0.23, -0.28], [-0.14, 0.02, 0.11], [0.02, -0.12, 0.07], [0.09, -0.31, 0.14], [-0.11, 0.61, -0.32], [0.05, 0.06, -0.10], [0.02, 0.15, -0.07], [0.03, 0.06, 0.05], [-0.02, -0.12, 0.07], [-0.09, 0.11, 0.10], [0.10, -0.11, -0.01], [-0.08, -0.09, 0.09]],
  "nbo_charge": [-0.678, 0.137, -0.538, -0.669, 0.431, -0.647, 0.484, 0.172, 0.388, 0.218, 0.216, 0.244, 0.242]
}

---

# 2
{
  "formula": "C4H7NO",
  "method": "the ωB97M-V functional and the def2-TZVPD basis",
  "e_above_lowest_kj_mol": 322.9,
  "orbital_gap_ev": 10.31,
  "fmax_ev_per_a": 1.30,
  "symbols": ["C", "C", "N", "C", "C", "O", "H", "H", "H", "H", "H", "H", "H"],
  "coordinates": [[-1.9120, -0.0202, 0.0729], [-0.3916, -0.2699, 0.1784], [1.0367, -0.8831, -0.7327], [1.7955, 0.1801, -0.0237], [0.4670, 0.8819, -0.1572], [0.1924, 1.8094, -0.8767], [-2.5397, -0.9129, 0.1092], [-2.1925, 0.6078, -0.7752], [-2.1950, 0.5689, 0.9731], [-0.1708, -0.8105, 1.0934], [1.2250, -1.7871, -0.3071], [2.5848, 0.7104, -0.5571], [2.1000, -0.0747, 1.0027]],
  "forces_ev_per_a": [[0.27, -0.30, -0.40], [0.23, 0.00, 0.08], [-1.24, -0.34, 0.22], [-0.18, 0.41, 0.00], [0.23, 0.78, 0.32], [-0.05, 0.10, 0.62], [0.24, -0.04, -0.17], [0.21, -0.25, -0.06], [0.50, -0.33, -0.36], [0.12, 0.41, 0.25], [-0.16, -0.06, 0.02], [-0.01, -0.50, -0.23], [-0.15, 0.11, -0.28]],
  "nbo_charge": [-0.645, -0.104, -0.559, -0.342, 0.536, -0.545, 0.222, 0.241, 0.235, 0.196, 0.355, 0.222, 0.189]
}

---

# 3
{
  "formula": "C4H7NO",
  "method": "the ωB97M-V functional and the def2-TZVPD basis",
  "e_above_lowest_kj_mol": 365.4,
  "orbital_gap_ev": 8.04,
  "fmax_ev_per_a": 0.45,
  "symbols": ["O", "C", "C", "N", "C", "C", "H", "H", "H", "H", "H", "H", "H"],
  "coordinates": [[2.1576, 0.0446, -0.9282], [0.7714, -0.1694, -1.0949], [0.1065, -1.0254, 0.0152], [-0.6810, 0.1777, 0.3720], [-1.4775, 0.3562, 1.3952], [-0.1681, 0.8937, -0.6469], [2.2519, 0.6378, -0.1690], [0.6409, -0.5435, -2.1116], [0.7333, -1.3404, 0.8512], [-0.4983, -1.8638, -0.3485], [-1.3419, -0.3064, 2.2386], [-1.9218, 1.3365, 1.4962], [-0.5729, 1.8023, -1.0694]],
  "forces_ev_per_a": [[0.12, 0.27, 0.09], [-0.23, -0.26, -0.29], [0.17, -0.18, 0.13], [0.14, 0.24, 0.31], [0.09, 0.12, -0.02], [-0.22, -0.04, -0.24], [0.06, -0.07, -0.17], [0.15, -0.17, 0.06], [0.13, -0.03, -0.18], [-0.11, 0.34, 0.21], [-0.38, -0.14, -0.20], [-0.06, -0.12, 0.11], [0.13, 0.03, 0.19]],
  "nbo_charge": [-0.711, 0.056, -0.221, -0.198, -0.338, -0.226, 0.463, 0.175, 0.202, 0.212, 0.192, 0.191, 0.203]
}

---

# 4
{
  "formula": "C4H7NO",
  "method": "the ωB97M-V functional and the def2-TZVPD basis",
  "e_above_lowest_kj_mol": 81.4,
  "orbital_gap_ev": 10.94,
  "fmax_ev_per_a": 0.35,
  "smiles": "[H]/N=C1/CCCO1",
  "symbols": ["N", "C", "C", "C", "C", "O", "H", "H", "H", "H", "H", "H", "H"],
  "coordinates": [[-0.9859, -2.0519, -0.8095], [-0.4417, -0.9507, -0.5276], [-1.0898, 0.2659, 0.1075], [0.1065, 1.2008, 0.3615], [1.2933, 0.2329, 0.2657], [0.8893, -0.7079, -0.7259], [-0.2513, -2.6738, -1.1549], [-1.8372, 0.6912, -0.5701], [-1.6189, -0.0214, 1.0217], [0.0573, 1.7249, 1.3196], [0.1763, 1.9475, -0.4358], [1.4578, -0.3219, 1.2003], [2.2442, 0.6644, -0.0525]],
  "forces_ev_per_a": [[0.17, 0.29, -0.04], [-0.26, -0.24, -0.01], [0.00, -0.02, -0.01], [0.05, 0.06, 0.00], [0.10, 0.19, 0.14], [0.01, -0.19, 0.02], [-0.22, -0.09, -0.07], [0.17, -0.09, 0.10], [0.17, -0.03, -0.13], [0.02, -0.11, -0.14], [0.04, -0.09, 0.13], [-0.04, 0.23, -0.02], [-0.21, 0.09, 0.02]],
  "nbo_charge": [-0.674, 0.558, -0.496, -0.429, -0.071, -0.512, 0.346, 0.241, 0.236, 0.220, 0.212, 0.170, 0.199]
}

---

Calculated LUMO level in order - 0.02630; 0.02520; 0.03396; 0.03542 hartree